[1]
Formula: C4H7NO
Source: the OMol25 dataset
Level of theory: the ωB97M-V functional and the def2-TZVPD basis

Structure (XYZ):
```
13
C4H7NO (the ωB97M-V functional and the def2-TZVPD basis)
C -1.72750 -0.71507 -0.20577
N -1.23158 0.61123 0.21109
C -0.12788 0.67114 -0.64151
C 0.96389 -0.01634 -0.25434
C 2.19459 0.31224 0.37467
O 1.14632 -0.39111 1.07985
H -1.86237 -1.35324 0.65844
H -2.60702 -0.59852 -0.83793
H -0.85529 0.55331 1.16186
H -0.33691 0.94792 -1.66621
H -0.89972 -1.17866 -0.76585
H 3.12786 -0.21142 0.25507
H 2.21560 1.36851 0.63064
```

Computed properties:
Energy above the lowest of the compared OMol25 structures with the same formula, charge and spin in kcal/mol: 110.3
Orbital gap in eV: 9.5
SMILES string: CN/C=C1/CO1
E in a.u.: -286.45591
Molecular weight in g mol⁻¹: 85.1
Total charge: 0
F_max in eV Å⁻¹: 1.296
E_HOMO in eV: -8.62

***

[2]
Formula: C6H11N
Source: the OMol25 dataset
Level of theory: the ωB97M-V functional and the def2-TZVPD basis

Structure (XYZ):
```
18
C6H11N (the ωB97M-V functional and the def2-TZVPD basis)
C -2.20047 -0.08593 -1.14797
C -1.36581 -0.99390 -0.64916
C 0.13134 -0.86880 -0.73928
C 0.77196 -0.33526 0.57145
C 2.17735 0.19917 0.31419
C -0.15452 0.71345 1.13793
N -0.08023 1.93126 0.79091
H -0.85895 2.44942 1.19739
H -1.82288 0.77360 -1.69960
H -3.27517 -0.14526 -1.00473
H -0.94514 0.33188 1.79342
H -1.75922 -1.82811 -0.06670
H 0.58884 -1.83409 -0.98958
H 0.37835 -0.16472 -1.54288
H 0.82587 -1.16332 1.28933
H 2.80923 -0.57143 -0.14177
H 2.12923 1.06029 -0.35715
H 2.65021 0.53176 1.24419
```

Computed properties:
Energy above the lowest of the compared OMol25 structures with the same formula, charge and spin in kcal/mol: 26.7
Orbital gap in eV: 10.7
SMILES string: [H]/N=C/[C@H](C)CC=C
E in a.u.: -289.92915
Molecular weight in g mol⁻¹: 97.2
Total charge: 0
F_max in eV Å⁻¹: 0.354
E_HOMO in eV: -9.55